An isolated molecule of C6H16N2 at a distorted geometry. Source: the OMol25 dataset; level of theory: ωB97M-V/def2-TZVPD.

Results
SMILES: CCCN[C@@H](C)CN
Energy above the lowest of the compared OMol25 structures with the same formula, charge and spin: 0.7149 eV
Electronic energy: -9461.359 eV
E_LUMO: 1.171 eV

```
24
Properties=species:S:1:pos:R:3:forces:R:3
H 3.0464 2.5223 -0.1461 0.13 -0.05 -0.03
H 3.0635 2.4253 1.6158 0.26 0.11 0.16
H 3.3206 0.0859 1.2714 -0.34 0.19 0.64
H 1.5569 2.4772 0.7873 0.01 -0.02 -0.18
H -2.4593 -2.9408 -0.8360 0.27 0.02 0.02
H 0.6548 0.5617 1.7303 -0.19 0.22 0.11
N 0.3895 -0.1328 -0.2822 -0.23 0.32 -0.18
H -1.7075 -0.4515 -2.1923 -0.07 0.19 0.34
C -2.0223 0.3998 0.3690 -0.18 -0.62 -0.40
H -2.0099 0.4784 1.4408 0.20 0.32 0.51
C 2.5203 0.5383 0.6813 0.73 -0.27 -0.69
H -0.9157 -1.4063 0.5988 -0.15 -0.20 -0.09
N -2.6231 -2.0579 -1.3001 -0.34 0.07 -0.18
C -0.9853 -0.6052 -0.1447 0.14 -0.06 0.16
C 1.1416 -0.0404 0.9572 0.20 -0.05 0.16
H -2.9993 -0.0120 0.1147 -0.11 0.11 -0.02
H -0.5939 -1.7084 -1.9418 0.35 -0.47 0.18
H 2.8355 0.1791 -0.3018 -0.35 0.12 -0.27
H 1.2054 -1.0392 1.3796 0.12 -0.28 -0.04
C 2.5712 2.0695 0.7198 -0.47 -0.01 0.23
H 0.3979 0.7681 -0.7522 0.01 -0.02 0.00
H -1.9317 1.3768 -0.0983 0.14 0.15 -0.04
H -3.0165 -2.2601 -2.2102 -0.09 -0.08 0.11
C -1.4392 -1.2281 -1.4606 -0.06 0.30 -0.49
```
Forces are in eV/Å.

A cluster of 2 separate species, C6H16N2 in total at a distorted geometry. Source: the OMol25 dataset; level of theory: ωB97M-V/def2-TZVPD.

Results
SMILES: C=CN(C)CCN.C
Energy above the lowest of the compared OMol25 structures with the same formula, charge and spin: 3.9403 eV
Electronic energy: -9458.134 eV
E_LUMO: 1.006 eV

```
24
Properties=species:S:1:pos:R:3:forces:R:3
H -1.5174 0.6864 -0.3907 -0.12 0.36 -0.28
C 0.7032 -0.8167 -0.8790 2.06 -0.92 -0.87
H 3.2118 1.2223 -1.0249 -0.38 -0.32 0.05
H 1.5248 1.6541 -1.4832 0.07 -0.12 -0.38
H -2.5231 1.6770 0.5400 0.09 0.20 -0.41
H -1.2175 1.3779 2.2149 -0.12 -0.13 0.42
H -0.4373 -2.8947 -0.1895 0.54 0.33 -0.72
H 0.2649 -0.6824 -2.8608 0.36 0.50 -0.44
H -0.2437 0.7866 -1.8159 -1.39 -0.23 -0.23
C -0.7049 -1.9087 0.1885 -0.97 -2.35 3.15
H 1.5271 -1.4672 -1.1795 -0.56 -0.68 -0.19
H 3.0019 2.5053 -2.1368 -0.43 0.34 -0.07
H 0.6387 -0.1066 2.3652 -0.10 -0.03 0.16
H -1.5066 -1.4887 -0.3950 0.15 0.41 -0.30
H 2.4631 2.6693 -0.4165 0.12 0.26 -0.24
C 0.0543 -0.2500 -1.9005 1.25 1.15 0.76
N 0.4886 -1.0540 0.5192 -2.25 0.49 -1.23
H -1.8693 -0.2472 2.2852 0.19 -0.27 -0.16
C -1.3135 0.4451 1.6506 -0.11 1.07 -0.10
H 0.6186 0.9558 0.9751 0.18 0.25 0.02
H -1.2115 -2.2799 1.1042 0.38 0.59 0.25
C 2.5167 2.0199 -1.2933 0.91 0.17 0.68
C 0.1439 0.0834 1.4149 0.07 -0.24 -0.67
N -2.0762 0.7846 0.4358 0.04 -0.82 0.78
```
Forces are in eV/Å.